No. 1
Formula: C5H13NO
Source: the OMol25 dataset
Level of theory: the ωB97M-V functional and the def2-TZVPD basis

Structure (XYZ):
```
20
Properties=species:S:1:pos:R:3
C 0.0847 -0.9228 2.6550
C 0.7145 -0.8572 1.0180
C -0.4379 -0.7496 0.1279
C -0.1704 0.7149 -0.8589
C 0.7806 0.3845 -1.9994
N -1.4690 1.1224 -1.3378
O 0.3428 1.8260 -0.1772
H -0.5551 -1.7957 2.8004
H -0.4511 0.0012 2.8771
H 0.9620 -0.9921 3.3012
H 1.4736 -0.0785 1.0743
H 1.2515 -1.8002 0.8956
H -1.4167 -0.6457 0.6014
H -0.5107 -1.6005 -0.5537
H 1.7922 0.1899 -1.6326
H 0.4287 -0.4808 -2.5683
H 0.8676 1.2263 -2.7011
H -1.9048 0.3703 -1.8646
H -1.3713 1.9112 -1.9796
H -0.4113 2.1764 0.3222
```

## Properties
E_tot (eV): -8932.4409
ΔE to the lowest compared entry with this formula, charge and spin (kcal/mol): 36.2
SMILES string: CCC[C@@](C)(N)O
F_max (eV/A): 5.249

=====

No. 2
Formula: C5H11N3
Source: the OMol25 dataset
Level of theory: the ωB97M-V functional and the def2-TZVPD basis

Structure (XYZ):
```
19
Properties=species:S:1:pos:R:3
H 1.8334 1.2307 -0.4624
N 1.8650 1.0015 0.5326
C 0.8890 0.1941 0.8672
C -0.6264 0.5191 0.4609
N -1.4818 0.2956 1.6000
N -0.8161 1.8964 0.0721
C -0.8123 -0.4970 -0.6618
C 0.3838 -1.5161 -0.4776
C 1.2877 -1.7260 -1.4665
H 0.9448 -0.3657 1.8151
H -2.4476 0.3448 1.2817
H -1.3678 1.0837 2.2336
H -0.3767 2.4955 0.7701
H -0.3107 2.0778 -0.7928
H -1.7567 -1.0438 -0.5925
H -0.7087 -0.0233 -1.6419
H 0.1250 -2.3500 0.1736
H 1.6536 -0.9105 -2.0832
H 1.7224 -2.7067 -1.6282
```

## Properties
E_tot (eV): -9830.6439
ΔE to the lowest compared entry with this formula, charge and spin (kcal/mol): 75.2
SMILES string: [H]/N=C\C(N)(N)CC=C
F_max (eV/A): 4.497

=====

No. 3
Formula: H13O6
Source: the OMol25 dataset
Level of theory: the ωB97M-V functional and the def2-TZVPD basis

Structure (XYZ):
```
19
Properties=species:S:1:pos:R:3
O -0.7184 -0.2135 0.7091
H 0.1466 -0.5155 0.4491
H -1.4304 -0.8535 0.4001
H -0.9054 0.7895 0.5481
O 2.2726 1.7935 0.2191
H 1.7296 1.1425 -0.2999
H 3.1406 1.9435 -0.3329
O 1.7096 -1.5785 1.0011
H 1.9186 -1.8015 1.8631
H 2.6986 -1.4325 0.6961
O 0.9096 0.1325 -1.5719
H 1.6676 -0.2525 -2.0789
H 0.2446 0.4825 -2.1719
O -2.4164 -2.0005 -0.1659
H -3.1934 -2.3845 -0.8119
H -2.4634 -2.7455 0.4491
O -1.3874 2.3615 0.2321
H -1.7234 2.5665 1.1821
H -2.1994 2.5655 -0.3159
```

## Properties
E_tot (eV): -12488.9066
Net charge: +1
ΔE to the lowest compared entry with this formula, charge and spin (kcal/mol): 37.3
F_max (eV/A): 4.733